Arrangement P

ORCA calculation (wB97M-V/def2-TZVPD) on a gas-phase ion, C4H10N4 (charge +2).

Cartesian coordinates (Å):
N -0.4635 0.6003 0.0915
N 0.7255 0.9388 0.2590
N 1.5269 -0.1126 0.1834
N 1.2089 -1.2627 -0.0096
C -0.8647 -0.6774 -0.0760
C -1.6039 -1.4076 -1.1140
C -1.4949 1.6113 0.3268
C 2.8996 0.2334 0.5119
H 3.4976 -0.5440 0.0992
H -1.7036 -0.9912 -2.1216
H -0.9103 2.5254 0.6400
H -0.7844 -1.2816 0.9225
H -1.9391 1.7575 -0.6074
H -2.1343 1.3578 1.1655
H -1.2484 -2.4483 -1.3107
H -2.6881 -1.4978 -0.8579
H 2.9778 1.2885 0.2761
H 2.9989 -0.0898 1.6214

Summary:
- net charge = +2
- HOMO energy (spin up / spin down) (eV) = -20.482 / -20.484
- lowest unoccupied orbital energy (spin up / spin down) (eV) = -12.468 / -12.468

Arrangement Q

ORCA calculation (wB97M-V/def2-TZVPD) on a gas-phase ion, C4H10N4 (charge +2).

Cartesian coordinates (Å):
N -1.7195 0.1639 -0.1140
N -0.5292 0.6802 -0.0477
N -4.1265 0.1205 0.2444
N 1.6829 0.8655 1.0253
C 0.3971 0.9709 -1.1453
C 0.9444 -1.4167 -0.0245
C 0.8764 0.1317 -0.0399
C -2.8680 0.2098 0.0364
H -0.1185 -1.7962 -0.0449
H 0.2318 0.4652 -2.0705
H 1.1989 0.9258 1.9656
H -4.7058 0.4013 -0.5607
H 2.0108 1.7074 0.5739
H 2.6129 0.4466 1.2030
H 1.5348 -1.7594 -0.7949
H 1.3633 -1.8096 0.8882
H -4.5881 0.3326 1.1690
H 0.6141 2.0676 -1.3062

Summary:
- net charge = +2
- HOMO energy (eV) = -18.066
- structure (SMILES) = C[C@@]1([NH3+])CN1N=C=[NH2+]
- lowest unoccupied orbital energy (eV) = -7.400

Arrangement R

ORCA calculation (wB97M-V/def2-TZVPD) on 2 unconnected molecules or ions with the total composition C4H10N4.

Cartesian coordinates (Å):
N -2.8263 1.5786 -0.6020
N 1.4962 0.9410 -0.3581
N -3.1051 -0.6643 0.3151
N 1.9018 -1.1201 0.6554
C -2.9600 0.4953 -0.1666
C 0.3024 0.0134 -0.4291
C 2.5754 0.1013 0.2265
C 0.6094 -1.1748 0.2032
H 1.4598 1.6717 0.4017
H 3.2999 -0.1641 -0.6102
H 3.0474 0.6304 0.9832
H -3.4558 2.3233 -0.9613
H -3.3577 -1.5892 -0.1819
H 1.7159 1.4918 -1.2906
H 0.0833 -1.9991 0.4570
H -0.5991 0.3373 -0.8621
H 2.4405 -1.8881 1.0169
H -2.6278 -0.9843 1.2029

Summary:
- net charge = +2
- HOMO energy (eV) = -16.206
- lowest unoccupied orbital energy (eV) = -8.017

Most stable pick: arrangement R. Distance to second place: 138.6 kJ/mol.

Arrangement P

ORCA calculation (wB97M-V/def2-TZVPD) on a molecular structure, C5H8O3.

Cartesian coordinates (Å):
O 1.7445 -1.4338 0.4450
O -1.4176 -0.0796 2.8251
O -0.7679 1.6788 -0.0846
C 0.9693 -0.7112 -0.1829
C -0.5943 -0.8064 0.1320
C 1.3764 -0.1598 -1.5338
C -1.5326 0.1944 1.6513
C -0.2422 0.6311 0.6799
H -0.2037 1.8440 -0.8532
H 1.4031 -0.9745 -2.2587
H 0.5101 0.8920 1.4155
H -1.1872 -0.7678 -0.7757
H 2.3832 0.2605 -1.4567
H -2.4678 0.5074 1.1671
H -0.6893 -1.6853 0.7605
H 0.7159 0.6102 -1.9308

Summary:
- HOMO energy (eV) = -8.726
- lowest unoccupied orbital energy (eV) = 0.438

Arrangement Q

ORCA calculation (wB97M-V/def2-TZVPD) on 2 unconnected molecules or ions with the total composition C5H8O3.

Cartesian coordinates (Å):
O -1.7594 0.1561 -0.2815
O -0.5094 1.9543 1.0583
O -2.7565 -0.2862 0.5699
C 0.4720 1.3446 0.7219
C 0.0032 -1.4258 0.5301
C -0.2480 -0.4176 -0.3200
C 0.0994 -0.4747 -1.7783
C 1.7903 1.3158 0.9113
H -0.0985 0.4956 -2.2321
H 2.3955 0.6619 0.3069
H -2.6156 0.2038 1.4008
H 1.1524 -0.7186 -1.9135
H -0.5017 -1.2189 -2.2986
H 2.2834 2.0517 1.5227
H 0.5862 -2.2836 0.2381
H -0.2934 -1.3585 1.5639

Summary:
- HOMO energy (spin up / spin down) (eV) = -8.678 / -8.678
- structure (SMILES) = C=C(C)OO.C=C=O
- lowest unoccupied orbital energy (spin up / spin down) (eV) = -1.274 / -1.273

Most stable pick: arrangement P. Distance to second place: 338.6 kJ/mol.